[1]
Density functional theory data (ωB97M-V/def2-TZVPD) for a molecular structure, C3H5I2N at a distorted geometry.

Structure (XYZ):
```
11
Properties=species:S:1:pos:R:3:forces:R:3:nbo_charge:R:1
C 0.57873 -1.00486 -0.33162 0.790 -0.772 0.097 -0.439
C -0.38760 -0.23376 -1.12092 -1.019 0.043 0.326 -0.422
C 0.32517 0.41172 -0.01707 -5.168 -2.194 3.893 -0.036
N -0.61379 0.68854 1.33446 1.791 -1.332 -2.383 -0.817
I 0.67283 0.42695 2.96060 -0.407 0.436 -0.324 0.292
I -1.62325 2.46691 1.11856 0.366 -0.050 0.167 0.313
H 0.00727 -1.83821 -0.00721 0.277 -0.461 1.599 0.239
H 1.49369 -1.26990 -0.79819 0.866 -0.071 -0.105 0.216
H -0.11645 -0.07769 -2.08994 0.379 1.069 -2.561 0.213
H -1.33937 -0.70930 -0.97734 -0.638 0.805 0.046 0.231
H 1.00276 1.13960 -0.07132 2.762 2.527 -0.754 0.210
```
Positions in Å, forces in eV/Å.

Output
Electronic energy: -767.3209 a.u.
Relative energy (zero: lowest compared OMol25 entry of this formula, charge and spin): 2.373 eV
HOMO: -8.67 eV
Multiplicity: 1

---

[2]
Density functional theory data (ωB97M-V/def2-TZVPD) for a molecular structure, C3H7NOS at a distorted geometry.

Structure (XYZ):
```
13
Properties=species:S:1:pos:R:3:forces:R:3:nbo_charge:R:1
C -2.68075 0.90135 -0.04526 -4.498 -1.005 2.500 -0.275
C -0.98844 -0.71838 0.16708 5.151 -0.691 1.322 0.423
C 2.64175 0.94376 0.21140 -1.007 1.143 -2.044 -0.752
H -2.63332 1.36606 1.05260 0.296 -0.833 -2.679 0.206
H -2.30061 1.47633 -0.84452 1.280 0.315 -0.528 0.211
H -3.86402 0.81839 -0.31427 2.809 0.133 0.852 0.197
H -0.58965 -1.86054 0.85842 -1.670 3.434 -2.523 0.156
H 2.62388 1.74056 -0.70644 0.338 -2.325 1.821 0.220
H 2.09516 1.53802 0.98257 1.037 -0.859 0.037 0.232
H 3.68006 0.52662 0.40505 -1.386 0.933 0.078 0.239
N -0.03191 0.15482 -0.20964 -1.944 -3.174 0.941 -0.673
O -2.28714 -0.52115 0.04999 0.299 1.350 0.005 -0.507
S 1.60460 -0.58002 -0.14782 -0.706 1.578 0.218 0.323
```
Positions in Å, forces in eV/Å.

Output
Electronic energy: -646.5650 a.u.
Relative energy (zero: lowest compared OMol25 entry of this formula, charge and spin): 4.001 eV
HOMO: -8.16 eV
Multiplicity: 1